Record 1
Entry from the OMol25 dataset: a structure of composition C5H8N4O2S (ωB97M-V with the def2-TZVPD basis set).

Each line ends with the natural charge from an NBO analysis.
CARTESIAN COORDINATES (ANGSTROEM)
C 0.64 -1.04 -1.60  0.320
C 0.29 -1.82 -0.40  -0.009
C 0.66 -1.38 1.04  0.652
C -0.90 0.42 0.92  -0.256
C -1.02 1.92 0.91  -0.081
H 1.18 0.75 -2.29  0.395
H 1.14 0.68 -0.57  0.429
H 0.64 0.32 2.26  0.405
H -1.13 0.12 -0.17  0.227
H -1.68 -0.06 1.53  0.194
H -0.69 2.23 1.96  0.168
H -2.08 2.25 0.60  0.192
H 0.05 3.20 -0.06  0.477
N 1.24 0.17 -1.43  -0.809
N 0.43 -1.73 -2.68  -0.644
N -0.21 -3.04 -0.64  -0.571
N 0.36 -0.05 1.38  -0.641
O 1.55 -2.06 1.59  -0.548
O -0.15 2.29 -0.15  -0.732
S -0.32 -3.17 -2.21  0.831


Record 2
Entry from the OMol25 dataset: an isolated molecule of C2H4N3PS (ωB97M-V with the def2-TZVPD basis set).

Each line ends with the natural charge from an NBO analysis.
CARTESIAN COORDINATES (ANGSTROEM)
C -0.96 0.39 0.14  0.206
C 1.39 0.48 0.01  -0.447
N -2.07 -0.32 0.11  -0.830
N 0.10 -1.47 -0.59  -0.393
N 0.20 -0.24 -0.14  -0.154
P -3.47 -0.89 0.26  0.885
S -1.03 1.99 0.71  -0.259
H 0.99 1.47 -0.15  0.261
H 1.82 0.37 1.05  0.217
H 2.05 0.08 -0.70  0.203
H 0.98 -1.85 -0.69  0.311


Record 3
Entry from the OMol25 dataset: an isolated molecule of C10H17N2P (ωB97M-V with the def2-TZVPD basis set).

Each line ends with the natural charge from an NBO analysis.
CARTESIAN COORDINATES (ANGSTROEM)
C -1.78 2.22 -0.85  -0.613
C -0.46 1.46 -0.93  -0.482
C 0.16 1.62 -2.32  -0.615
P -0.68 -0.38 -0.62  0.761
C 1.10 -0.76 -0.35  -0.103
C 1.61 -2.02 -0.68  -0.003
N 2.87 -2.34 -0.49  -0.374
C 3.66 -1.40 0.03  -0.013
C 3.16 -0.14 0.36  -0.002
N 1.89 0.17 0.17  -0.418
C -1.20 -0.36 1.20  -0.473
C -0.56 -1.49 1.99  -0.612
C -2.72 -0.49 1.26  -0.613
H -2.51 1.79 -1.52  0.205
H -2.18 2.21 0.16  0.207
H -1.62 3.26 -1.13  0.212
H 0.24 1.84 -0.17  0.236
H -0.50 1.22 -3.08  0.207
H 1.12 1.10 -2.38  0.211
H 0.33 2.68 -2.54  0.210
H 0.97 -2.78 -1.10  0.205
H 4.69 -1.67 0.18  0.200
H 3.79 0.63 0.78  0.199
H -0.89 0.60 1.63  0.214
H -0.72 -2.45 1.49  0.204
H 0.52 -1.35 2.10  0.212
H -0.99 -1.55 2.99  0.212
H -3.02 -1.48 0.91  0.209
H -3.22 0.25 0.64  0.210
H -3.07 -0.38 2.28  0.208

SMILES = CC(C)P(c1cnccn1)C(C)C


Record 4
Entry from the OMol25 dataset: a cluster of 5 separate species, C17H27ClNO19S5 in total (ωB97M-V with the def2-TZVPD basis set).

Each line ends with the natural charge from an NBO analysis.
CARTESIAN COORDINATES (ANGSTROEM)
C -4.70 -0.01 4.17  -0.646
C -3.61 -0.79 3.17  -0.482
C -4.22 -1.08 1.69  -0.126
O -4.95 -2.33 1.49  -0.301
N -4.49 -3.36 2.21  -0.057
C -3.15 -4.04 2.07  0.087
S -1.92 -3.50 0.75  0.034
C -2.63 -5.31 3.04  -0.178
C -3.64 -5.90 4.23  -0.004
C -3.18 -7.13 5.22  0.721
O -2.27 -6.81 6.17  -0.505
O -3.73 -8.51 5.07  -0.662
C -5.13 -5.14 4.30  -0.209
C -5.46 -3.90 3.29  0.226
Cl -7.18 -3.13 3.47  0.099
H -4.88 -0.62 5.16  0.224
H -4.21 1.02 4.52  0.238
H -5.68 0.29 3.60  0.220
H -3.11 -1.70 3.71  0.220
H -2.74 0.01 3.02  0.272
H -4.97 -0.19 1.44  0.241
H -3.35 -1.00 0.89  0.228
H -1.15 -2.39 1.22  0.220
H -1.56 -5.81 2.92  0.307
H -3.60 -8.92 5.98  0.522
H -5.92 -5.52 5.10  0.305
C 2.25 0.40 -0.58  -0.109
C 2.32 -0.45 0.68  -0.099
O 1.59 0.28 1.66  -0.668
S 0.39 1.10 0.93  2.510
O -0.83 0.33 1.05  -0.942
O 0.49 2.49 1.32  -0.867
O 0.94 0.96 -0.60  -0.685
H 2.97 1.23 -0.54  0.201
H 2.43 -0.18 -1.49  0.235
H 3.35 -0.63 1.01  0.239
H 1.82 -1.41 0.53  0.174
C 0.76 2.85 -4.41  -0.102
C 1.62 3.79 -3.56  -0.104
O 2.76 3.02 -3.20  -0.686
S 3.10 1.97 -4.41  2.501
O 4.13 2.55 -5.23  -0.868
O 3.19 0.64 -3.85  -0.911
O 1.68 2.10 -5.20  -0.657
H 0.20 2.15 -3.78  0.190
H 0.06 3.40 -5.05  0.232
H 1.09 4.14 -2.67  0.214
H 1.96 4.65 -4.14  0.198
C 1.19 3.99 -9.98  -0.103
C 0.84 2.53 -9.70  -0.103
O 1.80 2.10 -8.73  -0.674
S 2.20 3.36 -7.78  2.508
O 1.41 3.28 -6.57  -0.912
O 3.64 3.49 -7.77  -0.853
O 1.57 4.54 -8.72  -0.681
H 2.04 4.07 -10.66  0.195
H 0.34 4.55 -10.39  0.213
H 0.89 1.91 -10.60  0.217
H -0.16 2.44 -9.25  0.187
C 5.00 2.17 5.10  -0.102
C 5.07 0.70 5.50  -0.104
O 3.73 0.21 5.36  -0.675
S 3.00 1.02 4.15  2.511
O 3.08 0.21 2.96  -0.899
O 1.76 1.57 4.65  -0.871
O 4.08 2.23 4.01  -0.671
H 4.60 2.78 5.92  0.196
H 5.98 2.56 4.80  0.218
H 5.42 0.56 6.52  0.219
H 5.70 0.13 4.81  0.192

net charge = +1


Record 5
Entry from the OMol25 dataset: a cluster of 6 separate species, C15H40BrO5 in total (ωB97M-V with the def2-TZVPD basis set).

Each line ends with the natural charge from an NBO analysis.
CARTESIAN COORDINATES (ANGSTROEM)
Br 0.25 0.36 0.71  -0.886
C -1.83 3.81 -3.26  -0.615
C -1.42 2.81 -2.28  0.092
C -0.99 1.47 -2.98  -0.653
O -0.38 3.42 -1.46  -0.750
H -2.76 3.46 -3.86  0.199
H -1.11 4.06 -4.06  0.204
H -2.05 4.74 -2.71  0.215
H -2.26 2.65 -1.62  0.162
H -0.69 0.76 -2.22  0.235
H -0.13 1.73 -3.56  0.212
H -1.80 0.97 -3.54  0.202
H -0.14 2.93 -0.71  0.492
C 1.91 0.83 5.73  -0.625
C 1.19 0.65 4.40  0.105
C -0.38 0.79 4.48  -0.653
O 1.81 1.54 3.50  -0.749
H 1.66 1.86 6.09  0.198
H 3.01 0.72 5.53  0.216
H 1.66 0.15 6.58  0.199
H 1.33 -0.43 4.08  0.150
H -0.66 1.78 4.24  0.211
H -0.80 0.33 5.39  0.196
H -0.85 0.24 3.66  0.225
H 1.47 1.30 2.61  0.503
C 0.63 -3.39 -0.70  -0.635
C 0.39 -3.38 0.83  0.092
C 0.36 -4.82 1.30  -0.614
O 1.49 -2.69 1.41  -0.767
H 0.03 -4.17 -1.15  0.190
H 1.66 -3.63 -0.98  0.207
H 0.41 -2.38 -1.10  0.223
H -0.57 -2.98 1.20  0.173
H 1.19 -5.43 0.92  0.195
H -0.56 -5.34 0.93  0.197
H 0.34 -4.83 2.38  0.209
H 1.28 -1.71 1.36  0.503
C -4.65 0.13 -0.90  -0.617
C -3.22 0.35 -0.40  0.090
C -3.13 1.52 0.59  -0.654
O -2.77 -0.91 0.10  -0.748
H -5.18 -0.33 -0.04  0.199
H -4.69 -0.60 -1.74  0.203
H -5.16 1.01 -1.25  0.197
H -2.81 0.75 -1.35  0.157
H -2.09 1.64 0.91  0.246
H -3.74 1.24 1.50  0.196
H -3.55 2.44 0.18  0.200
H -1.87 -0.76 0.42  0.499
C 2.26 -0.64 -3.20  -0.633
C 3.29 -0.55 -2.12  0.093
C 4.81 -0.32 -2.45  -0.625
O 3.00 0.60 -1.31  -0.762
H 2.37 0.22 -3.83  0.199
H 1.30 -0.56 -2.75  0.223
H 2.20 -1.54 -3.82  0.198
H 3.10 -1.47 -1.51  0.159
H 5.32 -1.10 -3.07  0.192
H 5.36 -0.26 -1.49  0.219
H 4.91 0.67 -2.95  0.207
H 2.27 0.29 -0.67  0.503

net charge = -1


Record 6
Entry from the OMol25 dataset: a structure of composition C24H18Br3F5InN2O3S2 (ωB97M-V with the def2-TZVPD basis set).

Each line ends with the natural charge from an NBO analysis.
CARTESIAN COORDINATES (ANGSTROEM)
In -0.11 -0.18 -0.41  1.689
Br 1.93 4.40 0.10  0.086
C 1.93 3.04 1.41  -0.170
C 2.69 3.20 2.57  -0.218
C 2.72 2.22 3.52  -0.080
Br 3.72 2.50 5.10  0.091
C 2.00 1.02 3.33  -0.115
C 1.99 -0.06 4.24  -0.082
C 1.26 -1.19 3.96  -0.266
C 0.55 -1.26 2.76  0.095
N 0.53 -0.27 1.88  -0.529
C 1.23 0.87 2.15  0.105
C 1.16 1.91 1.17  0.356
O 0.40 1.77 0.10  -0.855
H 3.25 4.11 2.72  0.253
H 2.57 0.01 5.15  0.246
H 1.24 -2.02 4.65  0.241
H -0.02 -2.14 2.52  0.207
O -6.26 0.16 1.09  -0.614
C -4.96 0.08 0.82  0.401
C -3.98 0.74 1.56  -0.320
C -2.67 0.58 1.19  0.095
N -2.28 -0.16 0.13  -0.618
C -3.25 -0.80 -0.57  0.185
Br -2.75 -1.94 -1.97  0.169
C -4.58 -0.71 -0.26  -0.316
H -6.44 0.72 1.85  0.500
H -4.23 1.35 2.41  0.243
H -1.87 1.08 1.73  0.234
H -5.33 -1.25 -0.83  0.265
F 1.02 -6.77 1.67  -0.268
C 1.13 -5.63 1.02  0.274
C 2.30 -5.31 0.36  0.284
F 3.32 -6.16 0.38  -0.269
C 2.41 -4.11 -0.31  0.337
F 3.55 -3.83 -0.93  -0.280
C 1.37 -3.18 -0.36  -0.272
S 1.61 -1.70 -1.27  -0.223
C 0.21 -3.55 0.30  0.275
F -0.84 -2.71 0.32  -0.314
C 0.08 -4.74 0.98  0.312
F -1.06 -5.01 1.62  -0.288
C -1.65 3.10 -3.92  -0.631
C -1.09 1.87 -4.60  -0.577
S 0.14 0.99 -3.60  1.260
O -0.60 0.79 -2.27  -1.037
C 1.32 2.32 -3.26  -0.606
C 2.73 1.75 -3.09  -0.619
H -2.52 3.45 -4.47  0.237
H -0.93 3.92 -3.87  0.220
H -1.97 2.87 -2.90  0.234
H -0.59 2.08 -5.55  0.243
H -1.86 1.12 -4.78  0.244
H 0.96 2.80 -2.35  0.273
H 1.27 3.02 -4.09  0.235
H 2.75 0.96 -2.33  0.218
H 3.40 2.54 -2.77  0.240
H 3.11 1.33 -4.02  0.223

net charge = +1


Record 7
Entry from the OMol25 dataset: a structure of composition C25H17BrN4O2Sc (ωB97M-V with the def2-TZVPD basis set).

Each line ends with the natural charge from an NBO analysis.
CARTESIAN COORDINATES (ANGSTROEM)
Sc -1.47 -0.30 0.15  1.780
Br -2.62 -4.88 6.01  0.082
C -2.61 -3.77 4.48  -0.127
C -3.80 -3.53 3.79  -0.165
C -3.79 -2.72 2.68  -0.282
C -2.61 -2.11 2.21  0.458
O -2.67 -1.30 1.18  -0.804
C -1.40 -2.37 2.92  -0.232
C -0.15 -1.77 2.57  0.212
N 0.04 -1.00 1.54  -0.562
C 1.28 -0.40 1.23  0.159
C 2.52 -0.91 1.56  -0.218
C 3.68 -0.25 1.17  -0.211
C 3.58 0.90 0.41  -0.154
C 2.35 1.43 0.01  -0.149
C 2.36 2.61 -0.85  -0.151
C 1.43 2.93 -1.75  -0.252
C 0.20 2.08 -2.02  -0.254
N -0.11 1.28 0.38  -0.757
C 1.17 0.80 0.47  0.176
C -1.43 -3.20 4.05  -0.160
H -4.72 -3.97 4.14  0.239
H -4.71 -2.52 2.13  0.231
H 0.69 -1.96 3.24  0.190
H 2.60 -1.84 2.12  0.222
H 4.64 -0.65 1.43  0.229
H 4.49 1.41 0.11  0.221
H 3.24 3.23 -0.78  0.228
H 1.55 3.82 -2.36  0.227
H -0.46 2.60 -2.72  0.224
H -0.51 -3.39 4.59  0.229
O -0.80 -0.82 -1.47  -0.804
C 0.05 -0.54 -2.46  0.330
C 0.46 -1.60 -3.29  -0.240
C 1.36 -1.42 -4.31  -0.179
C 1.91 -0.16 -4.52  -0.249
C 1.53 0.89 -3.71  -0.126
C 0.59 0.74 -2.68  -0.147
C -0.61 2.09 -0.65  0.398
N -2.00 1.69 -0.85  -0.349
C -2.75 2.72 -0.76  0.073
C -1.97 3.90 -0.46  0.168
N -0.75 3.53 -0.32  -0.374
H 0.02 -2.57 -3.09  0.226
H 1.64 -2.25 -4.94  0.225
H 2.62 0.00 -5.32  0.223
H 1.97 1.86 -3.90  0.202
H -3.82 2.68 -0.88  0.252
H -2.29 4.93 -0.37  0.262
H 0.05 4.13 -0.15  0.479

net charge = +1


Record 8
Entry from the OMol25 dataset: a cluster of 2 separate species, C3H7BrO2 in total (ωB97M-V with the def2-TZVPD basis set).

Each line ends with the natural charge from an NBO analysis.
CARTESIAN COORDINATES (ANGSTROEM)
C -1.26 0.11 0.25  -0.627
C 0.15 0.62 0.17  -0.507
C 1.14 -0.56 0.02  0.852
O 1.31 -1.06 -1.21  -0.660
O 1.12 -1.48 0.99  -0.646
Br 3.67 0.37 0.08  -0.632
H -1.98 0.94 0.33  0.235
H -1.34 -0.72 0.99  0.232
H -1.72 -0.44 -0.59  0.215
H 0.34 1.43 -0.59  0.239
H 0.27 1.08 1.09  0.249
H 1.27 -0.24 -1.87  0.524
H 1.73 -2.29 0.66  0.526


Here are the calculated energy above the lowest of the compared OMol25 structures with the same formula, charge and spin numbers, same order: 38.8 69.6 0.0 318.8 21.1 8.0 99.1 27.3 (kcal per mole).